(1)
DFT (ωB97M-V/def2-TZVPD) results for a structure of composition C36H40BiCl4O7P2S.

Properties
- energy above the lowest of the compared OMol25 structures with the same formula, charge and spin (eV) = 0.430
- LUMO (eV) = 2.03
- HOMO (eV) = -4.47
- multiplicity = 1
- net charge = -1
- frontier orbital gap (eV) = 6.5
- molecular weight (g mol⁻¹) = 1029.5
- E_tot (Ha) = -5059.0176

Geometry as XYZ:
```
91
C36H40BiCl4O7P2S ωB97M-V/def2-TZVPD
H -1.74580 2.59053 3.21923
C 4.30272 -0.57907 -3.82459
H 1.52348 -5.83260 3.16263
C -2.28466 -2.90589 -1.06226
C -3.28785 -5.24404 0.11611
C -2.28611 5.06799 -0.82175
H 0.43828 2.69218 4.37158
H -4.71288 -1.32666 -1.97021
C 3.59745 0.55396 -4.56424
O -0.95033 -2.52838 0.83262
C 1.68554 -4.82783 2.79329
H 2.67604 0.18782 -5.02043
C 0.30330 2.04063 3.51598
O -1.81818 -1.78712 -1.57235
H -1.73021 5.98780 -1.01184
C 1.56743 -2.45090 3.12727
C 5.66217 1.57276 2.80527
Cl -3.88933 -6.69289 0.84584
C -1.31098 4.04502 -2.88879
H 4.07516 -1.85602 3.58292
C 4.50844 -0.89006 3.36335
H 4.17741 2.04826 -3.12116
P 2.57275 -0.57829 1.25123
H -2.41802 4.95090 0.25517
C -5.31814 1.33425 -1.67177
H 6.97880 1.16162 4.45164
P -2.27090 1.28680 -1.83343
C -1.83718 -3.28918 0.23377
H -6.00603 0.74122 0.90267
C 2.40467 -3.33670 1.05173
C -3.69176 -4.88752 -1.15957
C 4.59442 1.11422 2.05142
H -2.26435 4.05164 -3.41636
H -5.07685 1.07690 -2.70107
H 0.32195 2.83036 -1.04183
H 4.20622 1.71906 1.23835
H -4.43035 -1.69538 -0.26701
H 2.61795 2.39152 -3.88358
H 0.43788 4.59719 -0.85238
C 2.57434 0.80632 -2.39617
C 5.58112 -0.43212 4.11908
Bi -0.04354 -0.99122 -0.54034
C 3.98907 -0.11301 2.33267
O 2.77500 -1.85976 -2.02599
C 1.20210 0.43056 1.96377
H -2.03145 1.12043 1.25281
H 2.31438 1.32589 3.58433
H 4.22269 0.96999 -5.35580
C 3.25554 1.59481 -3.49933
O -0.83184 0.79527 -1.61420
H -0.72583 3.21251 -3.28175
Cl -1.93725 -4.81685 2.43851
H -5.01449 2.36799 -1.49965
O -3.16019 0.45995 -0.80739
O -2.75462 1.33167 -3.22019
H -4.60617 1.83566 0.91927
H -6.05212 -1.20188 -0.80503
H 2.39311 -5.47508 0.87761
C -1.08592 1.14526 1.77212
H 4.12454 -1.56897 -4.24050
O -2.35834 2.73969 -1.09605
H -0.34210 3.60412 0.40261
H -6.39318 1.24333 -1.51011
H -0.78025 4.98036 -3.07669
C 2.12174 -2.24296 1.86460
C 2.18601 -4.62662 1.51758
H 0.92422 -3.89473 4.57081
C 6.15424 0.80095 3.84945
S 3.64254 -0.65152 -2.09459
C -4.59911 0.40589 -0.69851
C -4.92987 0.80885 0.73611
C 1.35910 -3.73727 3.59160
C -3.19788 -3.70905 -1.73306
H 5.96785 -1.04539 4.92363
H 1.60375 0.42053 -2.71527
C -0.04032 0.35716 1.30373
C -0.18680 3.71921 -0.67206
Cl -4.79776 -5.88445 -2.03836
C -2.37977 -4.43021 0.81095
Cl -3.71799 -3.20043 -3.30238
H 6.11755 2.52813 2.57532
H -3.26948 5.14542 -1.28796
C -4.98190 -1.04646 -0.95025
C -0.92021 1.98207 2.86765
H 2.77556 -3.16884 0.04554
C 1.36525 1.26994 3.06566
H 1.29287 -1.60000 3.73987
H 5.37705 -0.40823 -3.74615
H 2.45268 1.35165 -1.46019
C -1.53132 3.86999 -1.38650
H -4.42467 0.14731 1.44176
```

(2)
DFT (ωB97M-V/def2-TZVPD) results for a structure of composition C36H40ClIN9O4Rb.

Properties
- energy above the lowest of the compared OMol25 structures with the same formula, charge and spin (eV) = 0.488
- LUMO (eV) = 3.36
- HOMO (eV) = -2.65
- multiplicity = 1
- net charge = -2
- frontier orbital gap (eV) = 6.0
- molecular weight (g mol⁻¹) = 910.6
- E_tot (Ha) = -2971.7083

Geometry as XYZ:
```
92
C36H40ClIN9O4Rb ωB97M-V/def2-TZVPD
H 1.58981 -3.01179 1.44099
N -2.10244 0.03858 -0.32350
H 0.01944 -4.37840 -4.98023
O 3.94579 -1.87843 -1.03742
H 3.79011 -7.04876 -3.23380
N -0.14791 -4.71187 -0.71716
C 2.33505 1.32039 5.78014
H 0.35631 -6.38046 -1.16418
I 3.73120 1.07879 -3.79645
C 2.45022 -5.41642 -2.83064
C -1.12116 -1.25157 -4.47767
H 3.78273 -9.01222 -0.31236
H -0.11738 -1.31652 -4.88517
C 3.40309 0.66512 3.70357
H 2.21780 -9.18891 -1.12696
C 2.71916 -9.20321 -0.15742
C 2.43581 -6.75149 -4.85607
H 3.17599 -9.01096 2.48079
C -0.36318 0.10395 3.50334
C 3.14543 -6.23088 -0.47510
H 2.83608 -7.56217 -5.45125
C -3.66194 -1.02782 -3.42981
H 2.55918 -7.39459 2.80008
C -2.13253 -0.50836 2.09901
H 0.94192 -9.82120 1.65295
H 4.28954 0.56697 3.08588
C 0.05411 4.57221 0.27311
H -2.28355 1.44043 1.21636
H 3.31466 -1.50368 -3.38022
C -1.60548 6.17128 0.69053
C 3.43974 -0.81768 -1.37832
C 2.96365 -6.45197 -3.60858
N 0.27877 -2.56488 -0.18412
H 2.39513 1.73812 6.77618
N 0.68744 -4.63181 0.35124
H 3.72968 -7.02950 -0.93444
C 1.39616 -4.67262 -3.35051
Rb 0.45284 0.54312 -0.00118
C 1.83544 -6.82560 0.05996
C 1.14919 -5.83731 1.00946
C -3.51798 -1.52406 -4.71002
H 0.29206 -6.31041 1.47864
N -0.38194 5.78929 0.43659
H -3.99734 -0.10698 -1.08190
H 4.44392 1.50477 5.35665
N -0.71276 -0.34793 2.36879
H -4.65907 -0.93610 -3.00344
H -2.75281 -0.31692 2.98905
H 0.30131 -8.25422 2.11154
H -2.05891 -2.02326 -6.22316
H -0.98721 -3.12441 -1.82970
H 0.03386 -8.86144 0.46961
H 3.97276 -7.61631 1.75607
H 1.83816 -5.51565 1.78818
O 0.96866 -7.12102 -1.02336
C 1.12546 0.93112 5.24195
O 2.13490 -0.30443 1.95900
Cl 0.69878 -6.38137 -6.91117
H 3.16372 0.00201 0.47984
H 4.03958 -4.68666 -1.62867
C -2.91528 -0.19586 -1.26999
C 0.94722 -3.34802 0.63271
H -1.14002 0.32282 4.25594
H 2.48595 -4.23247 -1.06257
H 0.98324 -3.85458 -2.76664
C 2.99982 -8.03021 2.02739
H 2.64827 0.96944 -0.82706
H 3.73594 -5.86928 0.37132
C 2.07980 -8.19221 0.81073
C -2.21142 -1.63509 -5.22070
N 3.24202 0.21517 -0.52693
C 3.03105 -5.07757 -1.47638
H -2.31055 -1.53732 1.77490
H 0.21537 1.05298 5.82630
N 0.55395 3.52925 0.10799
C 0.75418 -8.80742 1.28655
C 2.16879 0.21968 3.12509
N -2.66342 6.61172 0.91489
C -2.62447 0.42367 0.97947
O -0.19808 -0.34032 -2.51150
C 2.96238 -0.65514 -2.80957
C -0.34723 -3.43716 -1.01331
C 3.47986 1.18310 4.97454
C 1.00140 0.40270 3.95051
H -3.72164 0.42294 0.99824
H 2.63129 -10.21074 0.26023
C -1.23038 -0.70753 -3.14881
H 1.86989 -0.56581 -2.86484
C 1.37659 -6.00021 -5.33807
C -2.57992 -0.63686 -2.62956
H -4.37850 -1.81501 -5.29723
C 0.84963 -4.95854 -4.59743
```